1.
The following is a quantum chemistry calculation of 6 unconnected molecules or ions with the total composition C36H71ClN9O10PS at a distorted geometry, from the Open Molecules 2025 dataset.

```
129
Properties=species:S:1:pos:R:3:mulliken_charge:R:1
C -2.334 2.351 2.346 -1.024
O -1.267 1.626 1.771 -0.430
C -0.910 1.963 0.422 0.517
C -1.955 1.306 -0.482 -1.252
C -1.505 1.238 -1.946 1.784
C -2.650 0.965 -2.874 0.042
O -3.010 -0.144 -3.078 -0.564
O -3.223 2.040 -3.482 -0.539
P -0.859 3.806 0.158 0.563
S 0.038 4.388 -1.492 -0.463
C 0.498 1.324 0.217 0.485
C 1.401 1.682 1.406 -0.842
C 2.875 1.919 1.066 -1.022
C 3.114 3.175 0.244 -0.061
Cl 4.817 3.177 -0.333 -0.238
O 0.272 -0.060 0.096 -0.050
C 1.434 -0.851 -0.176 0.239
C 1.866 -0.618 -1.629 0.135
C 2.824 -1.650 -2.242 -0.592
C 2.731 -1.571 -3.750 0.030
O 2.339 -2.505 -4.392 -0.537
N 3.094 -0.354 -4.384 -0.386
C 2.011 0.134 -5.209 0.091
C 1.186 1.164 -4.764 -0.420
C 0.108 1.611 -5.512 -0.342
C -0.190 1.026 -6.734 -0.440
C 0.650 0.020 -7.188 -0.850
C 1.743 -0.419 -6.446 -0.027
C 1.070 -2.301 0.096 -1.715
C 0.696 -2.643 1.554 0.087
N 0.550 -4.132 1.638 -0.732
N 1.712 -2.316 2.540 -0.510
N -0.556 -2.052 1.946 -0.193
H -3.159 2.533 1.655 0.329
H -2.730 1.738 3.150 0.267
H -2.010 3.295 2.785 0.488
H -2.905 1.845 -0.419 0.602
H -2.146 0.312 -0.099 0.285
H -0.931 2.103 -2.260 0.285
H -0.884 0.360 -2.039 -1.806
H -3.045 2.805 -2.919 0.414
H -2.176 4.288 0.201 0.192
H -0.212 4.353 1.259 0.096
H 0.899 1.792 -0.688 -0.024
H 1.047 2.582 1.905 0.680
H 1.311 0.891 2.145 0.249
H 3.341 1.085 0.549 0.329
H 3.413 2.024 2.007 0.608
H 2.949 4.066 0.838 0.397
H 2.508 3.181 -0.651 -0.131
H 2.274 -0.600 0.473 0.252
H 2.390 0.341 -1.657 0.362
H 1.004 -0.500 -2.277 -0.644
H 3.860 -1.461 -1.958 0.386
H 2.592 -2.680 -2.007 0.398
H 3.276 0.341 -3.669 0.463
H 1.366 1.638 -3.804 0.242
H -0.528 2.401 -5.154 0.575
H -1.041 1.340 -7.311 0.431
H 0.443 -0.463 -8.132 0.364
H 2.366 -1.213 -6.825 0.415
H 1.941 -2.906 -0.125 0.763
H 0.229 -2.570 -0.545 0.197
H 1.328 -4.569 1.153 0.322
H -0.292 -4.354 1.120 0.289
H 2.414 -3.062 2.536 0.474
H 2.151 -1.425 2.350 0.197
H -1.246 -2.055 1.210 0.269
H -0.895 -2.466 2.800 0.337
C -1.798 -2.428 -5.417 -0.764
N -1.277 -2.767 -4.108 0.226
C -1.201 -3.978 -3.514 1.098
C -1.718 -5.168 -4.289 -1.558
O -0.732 -4.096 -2.388 -0.595
H -1.013 -1.959 -6.013 0.125
H -2.621 -1.720 -5.309 0.243
H -2.154 -3.312 -5.935 0.433
H -0.918 -2.019 -3.537 -0.254
H -1.589 -6.059 -3.682 0.339
H -2.777 -5.048 -4.517 0.369
H -1.160 -5.292 -5.218 0.350
C 3.061 -6.118 6.399 -0.758
N 3.010 -5.602 5.039 -0.098
C 3.748 -4.619 4.483 0.779
C 4.775 -3.933 5.353 -1.379
O 3.575 -4.301 3.313 -0.756
H 3.298 -7.181 6.378 0.245
H 2.092 -5.994 6.869 0.208
H 3.814 -5.599 6.984 0.324
H 2.342 -6.009 4.401 0.228
H 5.276 -3.172 4.763 0.310
H 4.295 -3.456 6.207 0.371
H 5.517 -4.649 5.708 0.371
C -3.967 4.890 -7.052 -0.973
N -2.677 4.248 -6.891 -0.037
C -1.471 4.641 -7.393 0.941
C -1.442 5.900 -8.229 -1.527
O -0.468 3.987 -7.168 -0.553
H -4.372 5.164 -6.076 0.272
H -4.665 4.203 -7.535 0.303
H -3.882 5.785 -7.658 0.401
H -2.634 3.400 -6.343 0.117
H -0.421 6.075 -8.552 0.315
H -2.076 5.792 -9.110 0.375
H -1.778 6.757 -7.645 0.382
C -1.539 -5.084 9.703 -0.850
N -0.704 -5.795 8.753 -0.153
C 0.130 -6.842 8.985 0.862
C 0.223 -7.358 10.401 -1.359
O 0.774 -7.335 8.071 -0.641
H -2.586 -5.159 9.404 0.292
H -1.260 -4.030 9.726 0.291
H -1.430 -5.496 10.700 0.325
H -0.722 -5.499 7.789 0.228
H 0.923 -8.187 10.421 0.301
H 0.583 -6.578 11.072 0.369
H -0.749 -7.712 10.746 0.363
C -2.265 8.937 2.420 -0.889
N -1.576 7.662 2.330 -0.152
C -1.782 6.546 3.066 0.805
C -2.856 6.590 4.125 -1.444
O -1.111 5.538 2.867 -0.583
H -2.740 9.167 1.465 0.297
H -1.549 9.727 2.651 0.299
H -3.024 8.915 3.193 0.341
H -0.844 7.564 1.642 0.232
H -2.896 5.626 4.622 0.302
H -2.632 7.356 4.867 0.405
H -3.829 6.795 3.677 0.390
```

- Largest force on an atom: 1.526 eV Å⁻¹
- HOMO level: -8.2 eV
- E: -3859.3684 Ha
- Charge: 0
- 2S+1: 1
- Gap between HOMO and LUMO: 0.30737 Ha

=====

2.
The following is a quantum chemistry calculation of 5 unconnected molecules or ions with the total composition C36H72BBrN7O6S at a distorted geometry, from the Open Molecules 2025 dataset.

```
124
Properties=species:S:1:pos:R:3:mulliken_charge:R:1
C -3.307 4.751 -4.929 -0.843
C -3.295 3.450 -5.160 -0.420
C -2.246 2.589 -4.521 -0.620
N -2.689 1.631 -3.441 0.151
Br -0.939 0.829 -2.934 0.168
C -3.509 0.410 -3.819 -1.009
C -4.527 0.534 -4.933 -0.653
C -4.918 -0.880 -5.389 0.498
C -6.341 -1.304 -5.238 -1.303
N -4.070 -1.671 -5.887 -0.718
C -4.211 -0.073 -2.507 0.417
O -3.633 -1.382 -2.237 -0.636
C -4.492 -2.351 -2.234 0.594
N -5.219 -3.232 -2.248 -0.536
C -3.737 0.878 -1.395 -0.146
C -4.684 1.083 -0.186 -1.633
C -6.174 0.988 -0.430 0.172
C -6.980 2.114 -0.215 -0.392
C -8.353 2.080 -0.431 -0.852
C -8.969 0.905 -0.859 1.106
C -10.462 0.850 -1.072 -1.452
C -8.182 -0.225 -1.079 -1.063
C -6.810 -0.180 -0.848 -0.387
C -3.176 2.143 -2.101 -0.382
S -4.481 3.427 -2.123 -0.263
B -2.023 2.889 -1.235 1.246
C -1.558 2.416 0.192 -1.066
O -1.495 4.006 -1.796 -0.702
H -4.072 5.401 -5.321 0.318
H -2.545 5.188 -4.300 0.285
H -4.041 3.038 -5.818 0.276
H -1.458 3.229 -4.147 0.440
H -1.792 1.963 -5.288 0.558
H -2.798 -0.374 -4.029 0.554
H -4.116 1.020 -5.814 0.650
H -5.402 1.117 -4.648 0.245
H -6.406 -2.373 -5.079 0.391
H -6.832 -0.760 -4.435 0.229
H -6.880 -1.081 -6.160 0.409
H -3.141 -1.252 -5.950 0.283
H -5.267 -0.067 -2.733 0.654
H -2.898 0.335 -0.965 0.828
H -4.458 2.008 0.330 0.509
H -4.433 0.294 0.524 0.487
H -6.527 3.030 0.137 0.409
H -8.931 2.975 -0.248 0.424
H -10.774 1.337 -1.991 0.285
H -10.787 -0.184 -1.045 0.369
H -10.947 1.366 -0.247 0.397
H -8.616 -1.152 -1.422 0.436
H -6.218 -1.070 -1.014 0.614
H -5.372 2.868 -2.958 0.188
H -0.712 2.994 0.556 0.470
H -2.369 2.530 0.909 0.281
H -1.292 1.361 0.166 0.297
H -0.691 4.271 -1.335 0.271
C 1.932 -2.551 -2.559 -1.584
C 2.586 -1.212 -2.233 0.696
C 3.896 -1.308 -1.444 -0.919
O 3.751 -1.626 -0.077 -0.282
C 3.498 -3.000 0.199 -0.493
N 1.612 -0.357 -1.537 -0.253
H 1.398 -2.969 -1.707 0.334
H 1.201 -2.429 -3.360 0.316
H 2.670 -3.281 -2.893 0.390
H 2.831 -0.732 -3.185 -0.009
H 4.368 -0.322 -1.460 0.271
H 4.596 -2.001 -1.929 0.499
H 4.037 -3.658 -0.487 0.276
H 2.426 -3.207 0.156 0.203
H 3.834 -3.206 1.215 0.163
H 2.013 0.572 -1.430 0.243
H 1.521 -0.697 -0.582 0.232
C 5.163 -1.329 3.155 -1.236
C 4.531 -2.071 4.328 0.350
C 5.173 -1.781 5.690 -0.500
O 6.429 -2.393 5.909 -0.392
C 7.533 -1.766 5.282 -0.756
N 4.518 -3.505 4.019 -0.626
H 6.090 -1.790 2.817 0.312
H 4.484 -1.332 2.303 0.096
H 5.372 -0.287 3.407 0.361
H 3.491 -1.737 4.400 0.327
H 4.518 -2.193 6.463 0.218
H 5.241 -0.699 5.874 0.430
H 7.427 -0.677 5.278 0.349
H 7.672 -2.129 4.262 0.255
H 8.423 -2.028 5.852 0.268
H 3.989 -3.998 4.733 0.285
H 5.466 -3.854 4.129 0.278
C 2.527 3.267 -6.819 -1.629
C 1.817 2.564 -5.668 0.724
C 2.417 2.844 -4.282 -0.072
O 3.626 2.173 -4.004 -0.343
C 4.790 2.735 -4.591 -0.751
N 1.754 1.126 -5.955 -0.617
H 3.445 2.757 -7.107 0.332
H 1.886 3.282 -7.700 0.394
H 2.771 4.300 -6.565 0.349
H 0.789 2.946 -5.642 -0.018
H 1.710 2.473 -3.533 -0.238
H 2.528 3.923 -4.106 0.511
H 4.742 3.827 -4.608 0.332
H 4.950 2.355 -5.601 0.273
H 5.641 2.434 -3.982 0.259
H 1.179 0.668 -5.255 0.164
H 2.683 0.744 -5.803 0.392
C 5.458 -2.425 11.822 -1.480
C 5.390 -1.820 10.423 0.427
C 3.971 -1.706 9.849 -0.720
O 3.394 -2.918 9.403 -0.338
C 2.886 -3.760 10.422 -0.703
N 6.284 -2.570 9.537 -0.697
H 5.372 -3.511 11.804 0.285
H 6.417 -2.192 12.283 0.380
H 4.671 -2.028 12.467 0.350
H 5.774 -0.797 10.494 0.382
H 4.022 -1.074 8.958 0.320
H 3.297 -1.204 10.557 0.458
H 2.434 -3.180 11.232 0.323
H 3.662 -4.414 10.824 0.242
H 2.119 -4.390 9.974 0.239
H 6.330 -2.101 8.635 0.172
H 5.835 -3.457 9.325 0.359
```

- Largest force on an atom: 2.291 eV Å⁻¹
- HOMO level: -10.1 eV
- E: -5246.3229 Ha
- Charge: +1
- ΔE to the lowest compared entry with this formula, charge and spin: 0.0 kJ/mol
- 2S+1: 1
- Gap between HOMO and LUMO: 0.20211 Ha